Computed, not measured: 6 unconnected molecules or ions with the total composition C19H42BF3N5O8, with the ωB97M-V functional and the def2-TZVPD basis.

The value obtained for the energy is -1949.41931 a.u. Its total charge is -1. As for the multiplicity: 1.

Cartesian coordinates (Å):
F -2.251 1.929 1.893
C -1.343 0.834 1.851
F -0.864 0.731 3.179
F -2.108 -0.277 1.498
O -0.365 1.176 0.930
C 0.266 0.008 0.314
C 0.870 -1.041 1.360
C 2.305 -1.618 0.791
O 2.340 -2.993 1.312
B 1.114 -3.180 2.121
O 0.135 -2.297 1.409
H 1.168 0.409 -0.266
H -0.384 -0.495 -0.480
H 1.113 -0.660 2.417
H 3.244 -1.087 1.178
H 2.325 -1.820 -0.347
H 0.599 -4.262 2.099
H 1.094 -2.714 3.234
C 3.253 -3.792 -3.247
C 4.045 -3.075 -2.192
O 3.801 -1.927 -1.858
N 5.066 -3.750 -1.595
C 5.510 -5.104 -1.842
H 2.475 -3.131 -3.629
H 3.901 -4.080 -4.078
H 2.778 -4.669 -2.805
H 5.550 -3.206 -0.896
H 5.433 -5.667 -0.909
H 6.557 -5.072 -2.153
H 4.918 -5.596 -2.611
C 4.081 3.122 3.705
C 3.065 2.063 3.368
O 3.204 1.308 2.420
N 1.962 1.959 4.158
C 1.610 2.748 5.317
H 4.899 3.078 2.986
H 3.625 4.113 3.650
H 4.489 2.949 4.704
H 1.328 1.226 3.866
H 1.506 2.076 6.172
H 0.649 3.232 5.126
H 2.358 3.506 5.541
C -3.334 1.589 -1.125
C -2.089 2.074 -1.817
O -1.054 1.425 -1.820
N -2.139 3.277 -2.455
C -3.259 4.188 -2.566
H -3.137 0.621 -0.665
H -3.626 2.290 -0.341
H -4.144 1.470 -1.848
H -1.267 3.532 -2.894
H -3.482 4.333 -3.625
H -2.965 5.146 -2.130
H -4.144 3.816 -2.058
C 1.797 -8.639 -1.028
C 1.898 -7.149 -1.226
O 2.015 -6.646 -2.340
N 1.855 -6.354 -0.126
C 1.722 -6.747 1.261
H 1.847 -9.135 -1.997
H 2.629 -8.993 -0.415
H 0.845 -8.892 -0.558
H 1.927 -5.366 -0.338
H 0.824 -6.277 1.666
H 2.592 -6.377 1.807
H 1.652 -7.827 1.378
C -5.518 7.866 -2.523
C -6.389 6.643 -2.406
O -6.084 5.578 -2.922
N -7.547 6.748 -1.699
C -8.082 7.908 -1.019
H -4.635 7.624 -3.113
H -6.062 8.668 -3.027
H -5.193 8.192 -1.533
H -8.074 5.887 -1.666
H -8.200 7.663 0.039
H -9.063 8.134 -1.443
H -7.436 8.777 -1.118